This record from OMol25 describes a structure of composition C6H12ClFN2S in a non-equilibrium geometry. The level of theory is ωB97M-V/def2-TZVPD.

CARTESIAN COORDINATES (ANGSTROEM)
1 C -2.6045 0.9513 -0.5421
2 H -2.3985 -1.4948 -1.3161
3 C -3.7897 0.4339 -0.1491
4 H 2.6360 1.8494 -0.1384
5 S -1.4241 -1.9986 -0.5224
6 N -0.7201 -0.5765 0.0848
7 F 2.8523 -1.3346 -0.9467
8 C 2.6036 -0.3056 -0.0703
9 H 3.8925 1.0413 -1.1040
10 Cl 0.8601 -0.4211 0.3857
11 C -1.2859 0.5710 -0.0219
12 C 2.8442 1.0016 -0.7933
13 H 2.2051 1.0633 -1.6748
14 H -4.7044 0.8644 -0.5531
15 C 3.4563 -0.5160 1.1618
16 H -4.9051 -0.9972 0.7914
17 H 4.5098 -0.4934 0.8684
18 H -0.6595 1.3967 0.3334
19 N -4.0082 -0.5365 0.7884
20 H 3.2734 0.2696 1.8989
21 H 3.2338 -1.4880 1.6095
22 H -2.6356 1.8373 -1.1682
23 H -3.2314 -1.1175 1.0781

Values from the calculation:
Largest force on an atom in hartree/bohr: 0.2125
LUMO energy in hartree: 0.0111
Charge: 0
DFT total energy in a.u.: -1303.3518



This record from OMol25 describes the ion CHN2O5 with charge -1 in a non-equilibrium geometry. The level of theory is ωB97M-V/def2-TZVPD.

CARTESIAN COORDINATES (ANGSTROEM)
1 N 1.0283 0.9215 0.0971
2 H -1.5959 0.5155 -0.0256
3 O 2.0867 0.3688 0.1350
4 N 0.0294 0.1018 -0.5729
5 O 0.5903 -2.1294 0.1374
6 O -1.4845 -1.3346 0.3595
7 O -1.1105 0.8753 -0.7355
8 O 0.7597 2.0135 0.5234
9 C -0.3035 -1.3322 0.0814

Values from the calculation:
SMILES: O=C([O-])N(O)[N+](=O)[O-]
Largest force on an atom in hartree/bohr: 0.0532
LUMO energy in hartree: 0.1537
Charge: -1
DFT total energy in a.u.: -524.3525



This record from OMol25 describes a cluster of 2 separate species, C4H11NO in total in a non-equilibrium geometry. The level of theory is ωB97M-V/def2-TZVPD.

CARTESIAN COORDINATES (ANGSTROEM)
1 H -1.7718 0.3457 0.1807
2 C -1.3002 -1.5473 1.2093
3 H 1.7816 0.4351 -2.3505
4 H -1.3446 -1.4411 2.2950
5 H 1.5008 -0.9446 -1.2321
6 C -2.2760 -0.5468 0.5438
7 O 1.5117 0.3916 0.9130
8 N 1.9495 2.1583 -0.3991
9 H 2.1248 2.5940 -1.2870
10 C 1.2820 0.0797 -1.4632
11 H -3.0109 -0.2750 1.3025
12 H -2.8373 -1.0259 -0.2585
13 C 1.5970 0.8531 -0.2004
14 H -0.2516 -1.2803 1.0449
15 H -1.4394 -2.5719 0.8736
16 H 2.2771 2.6456 0.4178
17 H 0.2074 0.1298 -1.5897

Values from the calculation:
SMILES: CC(N)=O.CC
Largest force on an atom in hartree/bohr: 0.0214
LUMO energy in hartree: 0.0314
Charge: 0
DFT total energy in a.u.: -289.0084



This record from OMol25 describes a structure of composition C28H32N5O5PS4Ti in a non-equilibrium geometry. The level of theory is ωB97M-V/def2-TZVPD.

CARTESIAN COORDINATES (ANGSTROEM)
1 C 3.4291 -0.7938 -3.1406
2 S -1.6813 1.0417 1.2611
3 C -0.3233 -3.8021 -3.9804
4 C 0.9713 -3.3618 -4.3279
5 H -1.3839 3.0046 3.6444
6 O -0.7281 1.0098 -1.8142
7 H -1.9379 0.8685 4.2444
8 C 2.3265 3.7844 0.6212
9 S -1.3884 4.2509 1.0255
10 H -3.4325 3.9559 -0.1792
11 O 1.2238 0.5340 1.7969
12 N 1.4947 -4.0151 -5.3534
13 O 0.8819 -1.7617 0.7731
14 C 3.4065 -2.2889 1.7036
15 H 1.9285 -4.4008 -0.0092
16 C -2.2403 -1.9535 -0.7646
17 H -2.4262 4.0553 4.5972
18 S 0.3837 -5.0729 -5.8295
19 H -3.8003 1.9487 0.9670
20 C 2.8965 -1.8155 -3.8941
21 C 1.6177 -2.2906 -3.5916
22 N -1.0218 -1.5648 -1.1203
23 C -2.5246 3.3638 -0.0597
24 H 2.9186 4.2140 1.4204
25 O 2.3340 1.9330 3.0340
26 S -3.7015 2.3409 3.5526
27 C 0.9160 -1.7123 -2.5336
28 H 3.5127 -1.2621 2.0535
29 C -2.8782 0.7356 3.7095
30 C 2.6703 -0.2655 -2.1048
31 C 1.0606 -2.7294 3.3328
32 H 0.0063 -3.0084 3.3296
33 H -2.0239 3.3882 -1.0311
34 H 4.4162 -0.4014 -3.3405
35 H 3.0658 0.5347 -1.4910
36 C 1.3168 3.9808 -1.5347
37 H 1.0870 4.5372 -2.4341
38 H -3.9207 -3.2457 -1.0915
39 C -0.4210 -2.1738 -2.1688
40 P 1.6816 -2.7336 1.6653
41 H 2.1232 -5.0761 1.6228
42 H -3.1872 1.3622 -0.5942
43 C -0.1896 2.0355 -2.2109
44 N 1.0334 1.9852 -0.2488
45 H 1.1765 -1.7357 3.7656
46 C 1.7624 2.5234 0.7235
47 H 2.7133 2.8241 3.0675
48 C -2.3301 3.5447 3.6399
49 H -2.1067 -0.9233 2.5370
50 C 1.7849 1.6159 1.8999
51 C -2.3276 -3.5995 -2.4845
52 C -2.9288 -2.9700 -1.4209
53 H -2.6887 -1.4335 0.0701
54 C -2.9395 1.9295 0.3028
55 C -1.0458 -3.1990 -2.8741
56 O -0.4535 2.6255 -3.3365
57 C 0.7930 2.7165 -1.3336
58 H -3.3698 4.8498 2.2289
59 C 1.5449 -4.3806 1.0116
60 H -2.8220 -4.3957 -3.0276
61 N 1.4478 -0.7036 -1.8035
62 H -3.5215 0.1162 4.3365
63 N -0.7679 -4.7852 -4.7473
64 H 3.9443 -2.9489 2.3868
65 H 2.5496 5.5020 -0.6491
66 H 3.8388 -2.3884 0.7075
67 H 1.6121 -3.4512 3.9378
68 C 2.1177 4.5154 -0.5375
69 C -2.6600 0.0069 2.3880
70 H -3.6061 -0.2286 1.9009
71 C -2.3517 4.5973 2.5280
72 Ti 0.2388 -0.0797 -0.0765
73 H 3.4441 -2.2599 -4.7167
74 H -1.1342 2.1509 -3.8471
75 H -1.9055 5.5199 2.9022
76 H 0.4992 -4.6905 1.0143

Values from the calculation:
Spin multiplicity: 2
Largest force on an atom in hartree/bohr: 0.0223
LUMO energy (alpha / beta) in hartree: -0.3388 / -0.3460
Charge: +3
DFT total energy in a.u.: -4519.1523



This record from OMol25 describes a structure of composition C18H27LuN3O4 in a non-equilibrium geometry. The level of theory is ωB97M-V/def2-TZVPD.

CARTESIAN COORDINATES (ANGSTROEM)
1 H 3.5311 -3.0613 -3.8028
2 H -1.1998 -3.0268 -3.0806
3 H -4.7989 0.7343 0.5979
4 H 1.0476 2.1257 -1.4582
5 H 3.8896 3.9494 5.3565
6 H 4.2999 -1.1980 -2.3434
7 C 1.5183 -3.0117 -3.0700
8 H -3.2306 0.0517 -2.0439
9 O -2.7810 0.4778 -0.0292
10 H -4.3112 -1.0249 0.4780
11 C -2.2138 1.9741 -1.8274
12 C -0.3836 -3.5389 0.2571
13 H 1.1218 -3.8582 -3.6550
14 H -0.2155 3.6984 3.5667
15 H -4.1972 1.3152 -1.3562
16 H -0.4603 -4.3173 1.0570
17 C -1.1893 -3.7650 -1.0083
18 H 0.3469 1.8037 -3.1640
19 N 3.5169 3.2885 4.7172
20 H -1.4453 -1.7636 -1.9863
21 C 1.6190 0.7529 1.9439
22 C 0.6418 -2.3623 -2.2115
23 C -3.9849 -0.0055 0.7428
24 H 2.0442 -0.1258 1.4697
25 H -1.4143 -2.5115 1.6526
26 C 2.8172 -2.5783 -3.1156
27 H 2.5416 0.0615 -1.0050
28 C -3.1747 0.8819 -1.3463
29 H -0.8977 -4.7398 -1.3536
30 C 3.2494 -1.5520 -2.3108
31 C 0.2300 2.2330 -2.1794
32 H -3.7466 0.0646 1.8341
33 H -0.1801 3.2125 -2.4000
34 C 2.3181 -0.8821 -1.5187
35 H -1.2849 2.2492 1.6788
36 N 0.3351 1.0096 1.5564
37 H -2.3070 2.1149 -2.9368
38 H 3.2529 1.2868 3.1115
39 H 3.9322 3.3181 3.7793
40 O -0.8777 -2.3039 0.8904
41 Lu -0.6000 -0.2588 -0.1300
42 C 2.1482 3.3050 4.6781
43 C -0.8688 -2.7171 -2.1132
44 O 1.3692 3.7351 5.4687
45 C 2.2119 1.4494 2.9149
46 H 0.6921 -3.3804 0.0499
47 O -0.8635 1.5370 -1.5504
48 C 0.2675 2.8304 3.1225
49 H -2.3766 2.9975 -1.3085
50 C 1.5585 2.5555 3.5172
51 N 1.0356 -1.3147 -1.4771
52 C -0.3274 2.0557 2.1288
53 H -2.2061 -3.7715 -0.7878

Values from the calculation:
Largest force on an atom in hartree/bohr: 0.0486
LUMO energy in hartree: -0.3413
Charge: +3
DFT total energy in a.u.: -2401.9699



This record from OMol25 describes the molecule C3H5ClN2 in a non-equilibrium geometry. The level of theory is ωB97M-V/def2-TZVPD.

CARTESIAN COORDINATES (ANGSTROEM)
1 H -0.2207 -0.7976 1.0876
2 H -4.3779 -0.4149 0.0161
3 C 1.1652 0.7465 0.2566
4 N -1.2114 0.3994 -0.1448
5 H 1.1623 1.4925 -0.5910
6 Cl 2.6074 -0.3226 -0.2023
7 C -0.1113 -0.0311 0.3860
8 C -3.3889 -0.0794 -0.2935
9 N -2.3401 -0.4726 0.2511
10 H 1.4384 1.2119 1.1550
11 H -3.4564 0.6884 -1.0669

Values from the calculation:
SMILES: C=N/N=C/CCl
Largest force on an atom in hartree/bohr: 0.0570
LUMO energy in hartree: 0.0144
Charge: 0
DFT total energy in a.u.: -686.9387



> Among the records above, which one has the lowest largest force on an atom?

C4H11NO